Here is one molecule with the formula C3H9N3O at a distorted geometry from OMol25. Energies are from ωB97M-V with the def2-TZVPD basis set.

For the energy relative to the best compared isomer or geometry (same formula, charge and spin), the calculation gives 249.4 kJ/mol. Its SMILES is NCNC(=O)CN. The orbital gap comes out at 10.22 eV. Its maximum force is 4.9 eV/A.

XYZ file:
```
16
Properties=species:S:1:pos:R:3:lowdin_charge:R:1
O -1.4589 -1.2141 -1.0948 0.012
C -0.5161 -1.0493 -0.2810 -0.416
N 0.6839 -0.3155 -0.4297 0.014
C 0.8697 0.6673 -1.5560 -0.229
N 0.2404 1.9404 -1.0329 -0.006
C -0.6485 -1.6177 1.2802 -0.142
N -0.4212 -0.3238 2.0989 -0.056
H 1.5600 -0.2512 0.2644 0.196
H 0.3621 0.4889 -2.4336 0.075
H 1.9710 0.7743 -1.7507 0.115
H 0.3773 2.7638 -1.7559 0.117
H 0.7126 2.2871 -0.2795 -0.004
H -1.6686 -2.0432 1.3747 0.105
H 0.0676 -2.3739 1.3466 0.062
H -0.8493 0.4711 1.5050 0.076
H -1.2818 -0.2041 2.7444 0.084
```